The following is a DFT calculation (ωB97M-V/def2-TZVPD) of C16H42BaClN2O10 as an isolated structure at a distorted geometry.

Last column: Mulliken charge in e.
Positions of all 72 atoms, in Å:
1 Ba -4.775042 -2.728218 -5.365382  1.8699
2 Cl -2.222813 -0.296433 -2.815161  1.4256
3 O -2.919938 -1.115151 -3.833567  -0.6336
4 O -2.345980 1.063903 -3.254846  -0.6128
5 O -2.823504 -0.466404 -1.518972  -0.6307
6 O -0.849223 -0.714660 -2.828406  -0.5646
7 C -2.651796 -1.037268 2.190559  0.3077
8 C -4.120579 -1.271021 1.903235  -0.5980
9 O -4.183917 -2.114011 0.746355  -0.5325
10 H -2.122047 -0.517761 1.392511  -0.5998
11 H -2.204112 -2.002673 2.404465  0.1834
12 H -2.523235 -0.358346 3.041791  0.3158
13 H -4.609296 -0.318932 1.672993  0.2850
14 H -4.602323 -1.782083 2.731597  0.3676
15 H -3.858072 -1.621907 -0.014184  0.3380
16 C 2.755604 -1.114079 -4.068032  -1.0370
17 C 3.021352 0.148235 -3.281373  0.4091
18 O 4.342580 0.617121 -3.532761  -0.5823
19 H 2.763184 -0.928203 -5.141691  0.3524
20 H 1.720671 -1.368624 -3.807312  0.1556
21 H 3.387072 -1.955520 -3.794541  0.3289
22 H 2.847925 -0.015988 -2.209821  -0.0226
23 H 2.275912 0.910308 -3.551507  0.1195
24 H 4.559293 1.257068 -2.847027  0.3090
25 C 0.578698 -2.094695 3.890718  -1.0410
26 O 0.206712 -1.481625 2.699420  0.1072
27 C 1.271533 -0.783100 2.052279  -1.3442
28 C 0.889580 -0.448507 0.630343  0.6985
29 N 0.930341 -1.541958 -0.336488  -0.1229
30 C 0.179117 -2.751525 -0.014653  0.0362
31 C 0.477355 -3.766300 -1.100477  -0.3690
32 O -0.252492 -4.948086 -0.809099  -0.3393
33 C 0.074593 -5.985327 -1.710159  -0.7231
34 H 0.932224 -1.349113 4.613062  0.3578
35 H 1.260501 -2.948880 3.845108  0.3358
36 H -0.311562 -2.507655 4.376196  0.2672
37 H 2.173597 -1.408267 2.073460  0.3661
38 H 1.458909 0.106839 2.662455  0.5801
39 H 1.502154 0.371849 0.254168  0.2094
40 H -0.103727 0.025304 0.701314  -0.5996
41 H 0.551334 -1.131701 -1.183466  0.0025
42 H -0.886972 -2.541147 0.144802  -0.1542
43 H 0.492032 -3.137506 0.957266  0.2244
44 H 1.533301 -4.024804 -1.230010  0.4201
45 H 0.142627 -3.355199 -2.068753  0.2340
46 H -0.551032 -6.857243 -1.508145  0.2539
47 H 1.100779 -6.307428 -1.538185  0.3004
48 H -0.213183 -5.646566 -2.708803  0.2691
49 C 2.478171 4.969118 -1.999852  -0.7412
50 O 1.530657 4.418076 -1.120068  -0.3553
51 C 0.994487 3.185020 -1.572204  -0.4171
52 C -0.183504 2.843023 -0.677390  -0.4347
53 N 0.092816 2.815505 0.759458  -0.1876
54 C -1.157507 2.630800 1.477790  -0.5254
55 C -0.921997 2.576863 2.966393  -0.4883
56 O -0.311237 3.765393 3.415262  -0.3391
57 C -0.235635 3.852488 4.819219  -0.7415
58 H 2.051163 5.181168 -2.985920  0.2975
59 H 3.331692 4.298492 -2.140823  0.2577
60 H 2.814876 5.905190 -1.562835  0.2621
61 H 1.759491 2.399385 -1.510786  0.0286
62 H 0.687250 3.305661 -2.615979  0.5057
63 H -0.471112 1.830856 -0.980278  -0.0176
64 H -0.982248 3.566316 -0.886190  0.5410
65 H 0.525145 3.705595 0.984547  0.3242
66 H -1.614429 1.683574 1.190242  0.1879
67 H -1.840892 3.469163 1.278099  0.5295
68 H -0.292705 1.717713 3.235876  0.1025
69 H -1.888523 2.471261 3.480594  0.4585
70 H 0.445639 3.085469 5.198823  0.2875
71 H -1.225631 3.717155 5.269147  0.2919
72 H 0.115900 4.850000 5.065595  0.2502

Cartesian forces, eV/Å:
1.444 1.242 1.357
1.456 2.113 0.740
-2.045 -2.076 -1.435
-0.113 -0.632 0.198
-0.023 -0.465 -0.828
-0.683 -0.136 0.075
-0.344 0.480 0.865
1.010 0.478 -1.089
-0.788 -0.459 -0.075
-0.155 -0.388 -0.341
0.351 0.142 -0.041
-0.003 -0.301 0.215
-0.285 -0.067 0.294
-0.185 -0.036 -0.103
0.184 0.126 0.185
-0.926 0.231 0.299
-0.028 0.205 0.137
-0.140 0.008 0.170
0.298 -0.040 -0.009
0.069 -0.268 -0.126
0.203 0.121 -0.038
0.256 -0.264 -0.028
0.120 -0.008 -0.245
0.087 -0.013 -0.109
-0.652 0.081 1.319
0.029 -0.303 -0.729
0.267 -0.522 0.406
-0.707 0.466 0.268
0.320 0.329 0.197
0.537 0.362 0.421
-0.857 -0.201 -0.142
-0.139 -0.258 0.035
-0.858 0.089 0.653
0.447 -0.050 -0.052
0.404 0.253 -0.539
-0.205 0.099 -0.341
0.053 0.023 -0.061
0.201 0.234 -0.359
0.321 -0.129 0.118
-0.124 -0.212 -0.041
0.074 -0.319 -0.117
-0.180 -0.289 -0.496
0.275 -0.032 -0.149
0.133 0.356 0.397
0.013 -0.042 -0.039
-0.104 0.133 0.279
0.285 0.153 -0.669
0.738 -0.165 -0.421
0.027 -0.005 0.024
-0.098 -0.018 -0.024
0.317 0.472 0.779
0.137 -0.248 -0.238
0.371 -0.155 -0.881
0.568 0.644 0.496
-0.091 -0.073 0.516
-0.055 0.342 -0.393
-0.129 -0.164 -0.274
-0.115 -0.037 -0.026
0.094 -0.015 0.039
0.093 0.003 0.013
0.065 0.009 -0.046
-0.216 -0.254 -0.024
-0.470 0.099 -0.020
-0.212 -0.181 -0.206
-0.105 -0.063 0.361
-0.098 0.056 -0.202
-0.261 -0.189 -0.095
-0.032 -0.074 -0.075
-0.021 -0.167 -0.048
0.034 0.064 0.222
0.000 -0.065 0.058
0.166 -0.028 0.038

Its HOMO energy is -9.79 eV. Its charge is +1. The calculation puts the LUMO energy at -6.6 eV.